(1)
65
Properties=species:S:1:pos:R:3:nbo_charge:R:1 method="wB97M-V/def2-TZVPD" charge=0 spin_multiplicity=1 homo_lumo_gap_ev=8.314 e_homo_ev=-8.648 lumo_ev=-0.33 molar_mass_g_mol=628.458
Co 0.574 1.408 0.234 1.299
O -2.918 2.897 -0.599 -0.616
C -1.776 2.491 -0.545 0.752
O -1.177 2.007 0.487 -0.675
C -0.916 2.500 -1.796 0.142
C -1.418 3.070 -2.977 -0.228
C -0.637 3.046 -4.089 -0.117
C 0.630 2.422 -4.035 -0.107
C 1.463 2.339 -5.175 -0.173
C 2.666 1.701 -5.111 -0.207
C 3.078 1.108 -3.900 -0.191
C 2.300 1.176 -2.778 -0.230
C 1.059 1.851 -2.814 0.240
N 0.267 1.935 -1.694 -0.438
H -2.405 3.506 -2.941 0.257
H -0.971 3.484 -5.022 0.220
H 1.120 2.789 -6.099 0.214
H 3.300 1.638 -5.986 0.219
H 4.026 0.588 -3.856 0.219
H 2.614 0.718 -1.854 0.256
C -4.184 -1.929 4.314 -0.623
C -3.819 -2.795 3.119 -0.024
C -5.056 -3.174 2.321 -0.402
C -4.683 -4.108 1.184 -0.423
C -3.609 -3.488 0.334 -0.008
C -3.466 -3.838 -0.987 -0.233
C -2.482 -3.242 -1.772 0.390
F -2.386 -3.622 -3.059 -0.318
C -1.643 -2.290 -1.280 -0.247
C -1.770 -1.916 0.067 -0.057
C -0.900 -0.875 0.593 0.507
O -0.088 -0.317 -0.202 -0.640
C -1.030 -0.574 1.961 -0.309
C -1.989 -1.219 2.693 0.160
N -2.846 -2.126 2.213 -0.328
C -2.744 -2.514 0.878 0.147
C -0.129 0.365 2.733 0.801
O -0.200 0.352 3.950 -0.648
O 0.703 1.085 2.064 -0.667
H -4.997 -2.418 4.851 0.228
H -4.528 -0.945 3.993 0.227
H -3.364 -1.801 5.019 0.227
H -3.340 -3.715 3.472 0.199
H -5.524 -2.264 1.934 0.217
H -5.768 -3.651 2.994 0.224
H -5.550 -4.340 0.565 0.229
H -4.325 -5.057 1.596 0.219
H -4.123 -4.574 -1.434 0.231
H -0.895 -1.815 -1.897 0.257
H -2.045 -0.970 3.741 0.256
O 1.325 3.101 0.567 -0.439
N 2.580 3.053 0.808 0.192
N 3.098 1.920 0.624 0.144
O 2.398 0.889 0.164 -0.565
C 4.496 1.719 0.869 0.176
C 5.288 2.771 1.309 -0.234
C 6.635 2.541 1.527 -0.197
C 7.182 1.282 1.311 -0.208
C 6.372 0.245 0.878 -0.199
C 5.018 0.455 0.653 -0.240
H 4.852 3.744 1.479 0.244
H 7.261 3.353 1.872 0.219
H 8.236 1.111 1.486 0.217
H 6.789 -0.740 0.716 0.218
H 4.368 -0.342 0.328 0.248



(2)
59
Properties=species:S:1:pos:R:3:mulliken_spin:R:1 method="wB97M-V/def2-TZVPD" charge=0 spin_multiplicity=5 homo_lumo_gap_ev="7.390 / 6.900" e_homo_ev="-7.759 / -7.965" s2=6.014 lumo_ev="-0.37 / -1.07" molar_mass_g_mol=531.457
Co -0.064 0.307 -0.066 3.169
C 2.047 3.826 0.706 0.004
O 3.181 3.271 1.366 0.004
C 3.434 1.935 1.364 0.036
C 4.671 1.586 1.899 -0.012
C 5.093 0.267 1.945 0.020
C 4.280 -0.727 1.445 -0.008
C 3.019 -0.422 0.922 -0.026
C 2.214 -1.498 0.425 0.040
N 1.009 -1.370 -0.019 0.075
N 0.373 -2.478 -0.483 0.022
C -0.811 -2.147 -0.928 0.008
O -1.222 -0.905 -0.891 0.120
C -1.685 -3.179 -1.492 0.013
C -2.857 -2.809 -2.148 0.006
C -3.701 -3.780 -2.658 -0.001
C -3.392 -5.124 -2.507 0.001
C -2.217 -5.497 -1.865 0.000
C -1.365 -4.532 -1.360 0.000
C 2.566 0.929 0.895 0.011
O 1.359 1.229 0.446 0.232
H 1.111 3.539 1.184 -0.002
H 2.011 3.538 -0.345 0.000
H 2.171 4.904 0.782 0.001
H 5.291 2.388 2.276 0.000
H 6.059 0.023 2.364 0.002
H 4.601 -1.762 1.456 0.000
H 2.633 -2.504 0.427 0.009
H -3.090 -1.757 -2.246 0.002
H -4.609 -3.489 -3.171 0.000
H -4.065 -5.883 -2.885 0.000
H -1.964 -6.544 -1.754 0.000
H -0.452 -4.807 -0.852 -0.001
C -1.903 3.563 -2.157 0.006
C -2.790 4.024 -1.195 0.008
C -2.900 3.374 0.021 0.001
C -2.116 2.248 0.293 -0.034
C -1.197 1.797 -0.662 0.240
C -1.112 2.450 -1.883 -0.016
C -2.201 1.498 1.551 -0.023
C -3.218 1.718 2.505 0.003
C -3.264 0.982 3.648 -0.001
C -2.274 0.006 3.892 0.005
C -2.231 -0.768 5.066 0.000
C -1.241 -1.695 5.256 0.001
C -0.258 -1.878 4.270 -0.003
C -0.275 -1.137 3.118 -0.008
C -1.279 -0.174 2.896 0.005
N -1.273 0.559 1.752 0.073
H -1.824 4.065 -3.114 -0.001
H -3.404 4.895 -1.393 0.001
H -3.592 3.755 0.762 0.000
H -0.419 2.098 -2.641 0.016
H -3.969 2.470 2.314 0.000
H -4.049 1.132 4.380 0.000
H -2.997 -0.619 5.818 0.000
H -1.212 -2.282 6.164 0.000
H 0.526 -2.610 4.418 0.000
H 0.487 -1.273 2.365 0.002



(3)
69
Properties=species:S:1:pos:R:3:nbo_charge:R:1 method="wB97M-V/def2-TZVPD" charge=+1 spin_multiplicity=1 homo_lumo_gap_ev=6.929 e_homo_ev=-9.960 lumo_ev=-3.03 molar_mass_g_mol=867.866
Pb 2.660 0.119 -2.074 1.508
C -8.385 4.542 5.472 -0.257
O -8.443 3.772 4.280 -0.477
C -7.283 3.460 3.670 0.334
C -7.394 2.705 2.500 -0.253
C -6.264 2.335 1.807 -0.156
C -4.993 2.704 2.258 -0.176
C -4.894 3.457 3.422 -0.072
C -6.022 3.837 4.129 -0.325
C -3.773 2.326 1.549 0.410
N -2.558 2.718 1.864 -0.462
C -1.739 2.123 0.947 0.101
C -2.460 1.361 0.056 0.138
N -3.767 1.500 0.453 -0.531
C -1.862 0.636 -1.014 -0.006
C -2.557 -0.142 -1.952 -0.148
C -1.868 -0.789 -2.945 -0.233
C -0.477 -0.662 -2.991 0.079
N 0.194 0.065 -2.116 -0.523
C -0.462 0.721 -1.132 0.135
C 0.317 1.528 -0.202 0.236
N 1.659 1.587 -0.367 -0.563
C 2.385 2.312 0.464 0.089
C 1.826 3.043 1.515 -0.237
C 0.469 2.998 1.702 -0.091
C -0.317 2.227 0.832 -0.079
H -9.414 4.677 5.790 0.210
H -7.930 5.517 5.288 0.182
H -7.830 4.017 6.252 0.182
H -8.381 2.426 2.157 0.234
H -6.392 1.760 0.898 0.195
H -3.913 3.746 3.774 0.228
H -5.911 4.421 5.030 0.229
H -4.576 1.065 0.046 0.422
H -3.635 -0.229 -1.894 0.221
H -2.374 -1.391 -3.684 0.240
H 0.106 -1.154 -3.756 0.233
H 3.456 2.299 0.307 0.222
H 2.467 3.620 2.166 0.241
H -0.015 3.537 2.504 0.248
O 4.920 -4.029 -2.611 -0.419
S 5.520 -2.839 -1.613 2.355
O 6.916 -3.046 -1.726 -0.862
O 4.904 -1.626 -2.068 -0.935
C 4.953 -3.389 -0.033 -0.278
C 5.542 -4.600 0.317 -0.172
C 5.274 -5.190 1.539 -0.189
C 4.424 -4.553 2.425 -0.157
C 3.839 -3.342 2.082 -0.171
C 4.085 -2.742 0.855 -0.330
S 3.185 -1.208 0.589 2.408
O 2.512 -0.929 1.819 -0.933
O 4.128 -0.187 0.124 -1.000
O 2.242 -1.516 -0.539 -1.057
H 6.229 -5.077 -0.370 0.246
H 5.737 -6.132 1.795 0.238
H 4.209 -4.991 3.390 0.236
H 3.175 -2.841 2.771 0.265
O 3.537 -3.735 -2.789 -0.204
C 3.399 -2.963 -3.881 0.652
C 4.334 -2.987 -5.051 -0.513
C 3.573 -2.090 -6.031 -0.524
C 2.467 -1.499 -5.174 0.684
O 1.771 -0.553 -5.420 -0.535
N 2.385 -2.193 -3.932 -0.581
H 4.502 -4.008 -5.391 0.263
H 5.301 -2.573 -4.766 0.266
H 3.114 -2.659 -6.840 0.261
H 4.172 -1.301 -6.478 0.259



Record-wise E values, in eV: -92105.2254, -79705.5249, -84257.8619
Record-wise F_max values, in eV/A: 0.1, 1.8, 0.5
Record-wise relative energy (zero: lowest compared OMol25 entry of this formula, charge and spin) values, in kJ/mol: 0.0, 56.2, 114.6